Entry 1:
C46H54BrHfN5O4Si2 | ωB97M-V/def2-TZVPD

The geometry in ORCA input format:
```
! wB97M-V def2-TZVPD RIJCOSX def2/J DEFGRID3
* xyz 0 1
Hf 0.2241 -0.1982 0.2803
C -0.3661 2.4522 -3.0851
C -1.1670 1.2252 -3.4035
C -1.3479 0.8295 -4.7214
C -2.2226 -0.1958 -5.0459
C -2.9997 -0.7542 -4.0464
C -2.8453 -0.3691 -2.7159
C -3.8745 -0.8159 -1.7134
C -1.8318 0.5322 -2.3881
N -1.4929 0.8448 -1.0299
C -2.0051 2.0380 -0.6748
O -2.8934 2.6765 -1.2307
C -1.3376 2.6350 0.5325
C -1.5750 3.9357 0.9481
C -0.9428 4.3850 2.0958
C -0.1907 3.4948 2.8545
C -0.0495 2.2029 2.3916
N -0.5350 1.8166 1.2093
C 0.3804 1.0642 3.2786
O 0.7027 1.3133 4.4357
N 0.1805 -0.1376 2.6949
C -0.0086 -1.1811 3.6721
C 1.0533 -1.8582 4.2814
C 2.4449 -1.3766 4.0757
C 0.7873 -2.9229 5.1314
C -0.5168 -3.2882 5.4249
C -1.5590 -2.5308 4.9253
C -1.3190 -1.4514 4.0787
C -2.4582 -0.5255 3.7426
H 0.3802 2.2595 -2.3191
H -1.0319 3.2471 -2.7404
H 0.1377 2.8126 -3.9813
H -0.8031 1.3432 -5.5042
H -2.3477 -0.5012 -6.0761
H -3.7780 -1.4662 -4.2982
H -4.8691 -0.6682 -2.1377
H -3.8130 -0.2308 -0.7990
H -3.7961 -1.8726 -1.4549
H -2.2542 4.5413 0.3673
H -1.0819 5.4042 2.4324
H 0.2328 3.7469 3.8152
H 2.6675 -1.3360 3.0187
H 3.1693 -2.0260 4.5661
H 2.5485 -0.3697 4.4792
H 1.6153 -3.4571 5.5805
H -0.7161 -4.1295 6.0756
H -2.5784 -2.7550 5.2136
H -3.3930 -1.0688 3.6036
H -2.2632 0.0837 2.8599
H -2.6057 0.1717 4.5704
O 2.7955 1.6218 -3.1493
C 2.3477 0.8342 -4.1661
C 2.5650 1.2230 -5.4833
C 2.2152 0.3960 -6.5340
C 1.6700 -0.8479 -6.2664
C 1.4383 -1.2165 -4.9525
C 1.7097 -0.3760 -3.8761
C 1.4215 -0.8523 -2.4541
O 1.1835 0.1104 -1.5151
N 0.2464 -1.7330 -2.4723
N -0.4332 -1.9360 -1.3431
C -1.2239 -2.9486 -1.3044
C -2.1135 -3.2107 -0.1951
Br -2.1952 -1.8324 1.0931
C -2.8611 -4.3000 -0.0050
C -2.9651 -5.4195 -0.9628
C -2.7606 -6.7222 -0.5127
C -2.8432 -7.7883 -1.3919
C -3.1475 -7.5681 -2.7281
C -3.3761 -6.2771 -3.1795
C -3.2883 -5.2079 -2.3014
H 3.1285 2.4485 -3.5184
H 3.0353 2.1801 -5.6739
H 2.3932 0.7128 -7.5514
H 1.4284 -1.5290 -7.0690
H 1.0402 -2.2082 -4.7811
H 2.2973 -1.4625 -2.1659
H 0.0534 -2.3469 -3.2525
H -1.2378 -3.6512 -2.1351
H -3.4111 -4.3920 0.9229
H -2.5244 -6.8940 0.5293
H -2.6718 -8.7935 -1.0336
H -3.2164 -8.4015 -3.4126
H -3.6350 -6.1011 -4.2141
H -3.5003 -4.2042 -2.6492
C 2.8348 1.1884 1.0249
Si 3.4496 -0.5572 0.5611
C 4.3006 -0.3634 -1.0984
C 4.9110 -0.9438 1.6859
C 1.9464 -1.6970 0.5373
Si 2.0108 -3.4944 1.0809
C 3.4550 -4.0309 2.1546
C 0.4540 -4.1708 1.8999
C 2.2087 -4.4708 -0.5285
H 3.5941 1.9367 0.7908
H 2.5907 1.2753 2.0820
H 1.9686 1.5184 0.4209
H 5.2456 0.1567 -0.9222
H 3.7179 0.2328 -1.7894
H 4.5447 -1.3173 -1.5703
H 4.6922 -1.1673 2.7196
H 5.4819 -1.7757 1.2753
H 5.5646 -0.0691 1.6635
H 1.9456 -1.9475 -0.5298
H 3.3616 -3.7269 3.1952
H 4.4092 -3.6710 1.7784
H 3.4803 -5.1225 2.1322
H -0.1082 -3.4217 2.4543
H -0.2023 -4.6217 1.1555
H 0.7247 -4.9511 2.6119
H 3.1102 -4.1602 -1.0608
H 1.3590 -4.3071 -1.1953
H 2.2818 -5.5437 -0.3465
*
```

Output
HOMO-LUMO gap, eV: 7.681
ΔE to the lowest compared entry with this formula, charge and spin, kJ/mol: 45.01
E_LUMO, eV: -0.544

These are the Mulliken partial charges, in e, on atoms 1 to 6: atom 1 (Hf): -0.74, atom 2 (C): -1.89, atom 3 (C): 1.38, atom 4 (C): -0.33, atom 5 (C): -1.47, atom 6 (C): -0.55



Entry 2:
C18H50BF5N24O17 | ωB97M-V/def2-TZVPD

The geometry in ORCA input format:
```
! wB97M-V def2-TZVPD RIJCOSX def2/J DEFGRID3
* xyz 0 1
O 4.8743 -0.9488 0.4349
C 3.7400 -0.7759 0.9046
O 2.6207 -1.6523 1.0405
C 1.4690 -0.8470 0.6794
O 0.5111 -1.2721 0.0252
C 1.7920 0.5695 1.3296
C 0.8587 1.7655 1.7891
F 1.3252 3.0531 1.3498
F 0.8411 1.7527 3.2154
C -0.6651 1.6581 1.2999
F -1.4489 0.8965 2.2058
F -1.2060 2.9911 1.3889
F -0.8298 1.2699 -0.0409
C 3.2007 0.6037 1.4984
B 4.2100 1.7140 2.1312
O 4.6008 1.5831 3.5151
O 4.6248 2.7990 1.2801
H 5.4462 1.0618 3.4883
H 4.8049 2.3869 0.3979
C 1.0269 -3.8878 -2.8989
O 1.0790 -2.7777 -3.4183
N 0.7402 -4.0681 -1.5916
N 1.2540 -5.0290 -3.5874
H 0.6963 -4.9698 -1.1489
H 0.5650 -3.2423 -1.0405
H 1.4720 -4.9398 -4.5663
H 1.2170 -5.9465 -3.1766
C -2.9211 6.7004 2.0588
O -2.9108 7.9219 2.0404
N -3.8472 5.9869 2.7473
N -2.0087 5.9504 1.3931
H -3.8732 4.9836 2.7751
H -4.5426 6.5080 3.2554
H -1.3040 6.4434 0.8696
H -2.0005 4.9465 1.3960
C 1.5277 -7.6210 0.1568
O 1.8069 -7.3118 -0.9957
N 0.2750 -7.9800 0.5349
N 2.4422 -7.6315 1.1521
H 0.0267 -8.2369 1.4733
H -0.4361 -7.9852 -0.1780
H 3.3847 -7.3709 0.9116
H 2.2324 -7.8822 2.1048
C 2.4495 -7.7152 5.1724
O 2.3632 -8.3520 4.1299
N 1.5048 -7.7703 6.1419
N 3.4965 -6.9014 5.4461
H 1.5566 -7.2570 7.0030
H 0.7100 -8.3658 5.9751
H 4.2202 -6.8340 4.7488
H 3.5862 -6.3714 6.2938
C -3.6816 2.1096 -3.0506
O -4.7618 2.6632 -3.2091
N -3.1395 1.2823 -3.9768
N -2.9387 2.2785 -1.9343
H -2.2555 0.8196 -3.8641
H -3.6656 1.1317 -4.8220
H -3.3119 2.8875 -1.2229
H -2.0512 1.8366 -1.7804
C 2.9054 -0.1076 -5.6103
O 3.9462 0.0121 -4.9732
N 2.6592 0.5956 -6.7454
N 1.9148 -0.9498 -5.2371
H 1.8152 0.5130 -7.2818
H 3.3744 1.2332 -7.0548
H 2.0627 -1.4910 -4.3954
H 1.0562 -1.0634 -5.7435
C -0.6597 -2.7856 3.1314
O -0.6450 -1.5626 3.1251
N -1.5978 -3.4994 3.8005
N 0.2587 -3.5357 2.4709
H -1.6293 -4.5022 3.8191
H -2.2984 -2.9788 4.3035
H 0.9731 -3.0435 1.9610
H 0.2612 -4.5395 2.4653
C -6.8099 4.5605 -0.4411
O -6.2619 3.5720 0.0302
N -7.5160 5.4354 0.3165
N -6.7572 4.8650 -1.7598
H -7.9719 6.2511 -0.0499
H -7.5776 5.2429 1.3028
H -6.2394 4.2354 -2.3570
H -7.1981 5.6700 -2.1656
C 6.7530 -1.6375 -2.3654
O 7.3442 -1.8340 -1.3130
N 7.3348 -1.8267 -3.5770
N 5.4671 -1.2143 -2.4165
H 6.8673 -1.6712 -4.4519
H 8.2909 -2.1412 -3.5827
H 4.9960 -1.0607 -1.5372
H 4.9658 -1.0477 -3.2734
C 7.4301 3.7889 4.2688
O 7.0676 2.6582 3.9843
N 7.4550 4.2496 5.5440
N 7.8391 4.6817 3.3346
H 7.7493 5.1746 5.7986
H 7.1578 3.6149 6.2668
H 7.8343 4.3763 2.3750
H 8.1407 5.6150 3.5472
C -6.7423 -0.2386 2.2659
O -6.3290 -1.0906 3.0400
N -7.9266 -0.3557 1.6139
N -6.0559 0.8961 1.9910
H -8.2833 0.3317 0.9750
H -8.4677 -1.1858 1.7911
H -5.1713 1.0205 2.4551
H -6.3794 1.6079 1.3577
C -5.6166 4.8136 -6.7776
O -5.2400 4.8363 -7.9401
N -6.5885 5.6369 -6.3078
N -5.0985 3.9661 -5.8565
H -6.9122 5.6343 -5.3582
H -6.9991 6.2822 -6.9625
H -4.3750 3.3396 -6.1668
H -5.3935 3.9311 -4.8966
*
```

Output
HOMO-LUMO gap, eV: 7.449
E_LUMO, eV: -1.584

These are the Mulliken partial charges, in e, on atoms 1 to 6: atom 1 (O): -0.65, atom 2 (C): 0.27, atom 3 (O): -0.27, atom 4 (C): 0.62, atom 5 (O): -0.68, atom 6 (C): -0.52



Entry 3:
C5H7N3 | ωB97M-V/def2-TZVPD

The geometry in ORCA input format:
```
! wB97M-V def2-TZVPD RIJCOSX def2/J DEFGRID3
* xyz 0 1
C 0.8934 0.9499 -0.7914
C 2.5890 0.4144 0.7980
C 1.9532 -1.2730 -0.8950
C -1.6533 1.1171 1.1793
C 1.7271 0.0682 -0.2711
N 0.2936 1.9243 -1.1567
N 3.2174 0.5813 1.7728
N -2.2396 1.5739 0.1461
H 1.8063 -1.3237 -1.9763
H 3.0075 -1.3363 -0.8731
H 1.3359 -2.0076 -0.4279
H -0.6985 1.3744 1.2778
H -2.0075 0.3719 1.8344
H -3.1026 1.1541 -0.1689
H -0.6193 2.3279 -0.8673
*
```

Output
HOMO-LUMO gap, eV: 9.323
ΔE to the lowest compared entry with this formula, charge and spin, kJ/mol: 367.97
E_LUMO, eV: 0.598
SMILES string: CC(=C=N)C#N.C=N

These are the Mulliken partial charges, in e, on atoms 1 to 6: atom 1 (C): 0.29, atom 2 (C): 0.20, atom 3 (C): -1.31, atom 4 (C): -0.18, atom 5 (C): 0.32, atom 6 (N): -0.47



Entry 4:
CH2FPS2 | ωB97M-V/def2-TZVPD

The geometry in ORCA input format:
```
! wB97M-V def2-TZVPD RIJCOSX def2/J DEFGRID3
* xyz 0 1
C 2.4302 -2.0448 -0.0914
F 1.2474 -2.4678 0.2738
P 0.3689 0.2150 0.8573
S 3.9578 1.1444 0.0001
S 2.4643 -0.2589 0.0265
H -0.1699 -0.9310 0.2762
H -0.0024 0.9591 -0.2613
*
```

Output
HOMO-LUMO gap, eV: 7.578
ΔE to the lowest compared entry with this formula, charge and spin, kJ/mol: 398.91
E_LUMO, eV: -1.154
SMILES string: FC#S(P)=S

These are the Mulliken partial charges, in e, on atoms 1 to 6: atom 1 (C): 0.05, atom 2 (F): -0.09, atom 3 (P): -0.03, atom 4 (S): -0.28, atom 5 (S): 0.14, atom 6 (H): 0.09



Entry 5:
C15H20N2O2 | ωB97M-V/def2-TZVPD

The geometry in ORCA input format:
```
! wB97M-V def2-TZVPD RIJCOSX def2/J DEFGRID3
* xyz 0 1
C -0.9005 2.4294 -0.1862
C -1.9639 1.4838 -0.1634
C -3.2468 2.0605 -0.3962
C -4.4472 1.1059 -0.2831
C -4.3007 -0.3683 -0.0709
C -3.1109 -0.7920 0.3437
C -2.0428 0.0176 0.3264
O -0.7145 -0.3725 0.2803
C 0.0606 -0.5513 -0.8439
C 1.1887 -1.7079 -0.4360
O 0.4665 -2.6885 -0.1401
H -0.2581 -2.6221 0.4069
C 2.0547 -1.4332 0.6613
N 2.6866 0.1105 0.6393
C 3.7063 0.3298 -0.3326
N 3.9197 1.5910 -0.0131
C 3.1331 1.9986 0.7858
C 2.2314 1.1346 1.2856
H 1.5683 1.3155 1.8468
H 3.0850 3.2542 1.0813
C 4.4146 -0.6417 -1.1207
H 4.5855 -1.4312 -0.2946
H 5.3733 -0.0557 -1.3176
H 3.8173 -0.8913 -1.7269
H 1.3926 -1.0274 1.4190
H 2.8685 -2.0085 0.9188
H 1.7827 -2.0109 -1.3135
H -0.4643 -0.7472 -1.6265
H 0.5459 0.3147 -0.9215
C -2.8246 -2.1844 0.7316
H -2.2815 -2.1122 1.5374
H -2.3419 -2.6954 -0.2487
H -3.7868 -2.5981 0.8169
H -5.2046 -0.9694 0.1588
H -5.5291 1.4605 -0.4194
H -3.5007 3.2146 -0.5812
H -1.2288 3.4457 -0.1777
H -0.5756 2.4727 -1.0281
H -0.1581 2.1692 0.4020
*
```

Output
HOMO-LUMO gap, eV: 8.675
ΔE to the lowest compared entry with this formula, charge and spin, kJ/mol: 1392.22
E_LUMO, eV: 0.647

These are the Mulliken partial charges, in e, on atoms 1 to 6: atom 1 (C): -2.50, atom 2 (C): 1.63, atom 3 (C): -0.81, atom 4 (C): -0.43, atom 5 (C): -0.76, atom 6 (C): 1.05



Entry 6:
C3H6N2O | ωB97M-V/def2-TZVPD

The geometry in ORCA input format:
```
! wB97M-V def2-TZVPD RIJCOSX def2/J DEFGRID3
* xyz 0 1
C -1.1367 -0.8572 1.4107
C -0.0349 -0.1690 -0.0725
N -0.3010 -1.4359 -0.1697
N 0.7691 0.4788 -0.9925
C 1.0362 1.8278 -0.8863
O 1.7396 2.4487 -1.6474
H -1.8131 -1.7123 1.4096
H -1.6920 0.0701 1.5259
H -0.3580 -0.9550 2.1590
H 0.0835 -2.0417 -0.9194
H 1.1998 -0.0187 -1.7758
H 0.5215 2.2667 -0.0145
*
```

Output
HOMO-LUMO gap, eV: 8.510
ΔE to the lowest compared entry with this formula, charge and spin, kJ/mol: 517.30
E_LUMO, eV: 0.386

These are the Mulliken partial charges, in e, on atoms 1 to 6: atom 1 (C): -0.38, atom 2 (C): -0.27, atom 3 (N): -0.32, atom 4 (N): -0.08, atom 5 (C): 0.09, atom 6 (O): -0.54